170
Properties=species:S:1:pos:R:3:mulliken_charge:R:1 method="wB97M-V/def2-TZVPD" charge=-1 homo_ev=-4.0 max_force_ev_per_a=2.61 lumo_energy_ev=1.98 homo_lumo_gap_ev=6.01 total_energy_ev=-92754.08214
P 1.29727 -0.68347 -2.48619 0.59
O 1.41108 2.52595 -8.08102 -0.45
O 0.33963 -1.62845 -3.62458 -0.55
O 2.87273 4.97593 2.45307 -0.34
O -6.78143 -0.58556 -5.97901 -0.53
O -0.36740 2.46558 -4.30971 -0.37
O -10.18488 2.58892 1.53435 -0.33
O 0.08712 0.61494 -2.56985 -0.89
O -7.17551 0.13055 -0.88022 -0.32
O 2.66804 -7.67542 10.74912 -0.33
O 5.51749 4.16597 -9.25619 -0.34
O 1.94605 1.43947 5.16027 -0.32
O -5.83755 -2.11144 -4.56198 -0.39
O 2.62746 -3.87015 8.20621 -0.29
N 0.62192 4.16608 4.23910 -0.30
N 3.16705 1.10637 -3.67271 -0.64
N -10.27762 0.80383 -0.86812 -0.34
N 4.49680 -6.37724 8.76543 -0.32
N 3.40059 4.85556 -7.24554 -0.29
C 0.31777 3.28993 5.36724 -0.79
C 1.79604 -3.09438 4.90311 -0.35
C -10.14840 3.79199 0.79310 -0.71
C -10.75972 0.48227 0.46796 -0.18
C -2.16486 -2.94457 -5.18819 -1.03
C -7.18770 1.10748 0.14152 -0.62
C 4.68444 -6.43093 10.20837 -0.18
C 2.07944 5.86170 3.22777 -0.81
C -3.70718 -3.02724 -5.18119 -0.84
C 4.08855 -7.69005 10.80277 -0.79
C -4.39706 -1.84021 -4.56737 0.05
C 2.56992 -2.09051 -2.18747 -1.44
C 2.22775 0.01452 -4.00778 -0.35
C -3.41546 0.98106 -2.64030 -1.33
C -9.53133 -0.26669 -1.52733 -0.71
C -8.25208 -0.78385 -0.87404 -0.65
C 2.38800 2.36403 -9.08505 -0.56
C -0.98275 -1.22035 -3.72952 -0.03
C 3.97616 -1.73879 1.41317 -0.80
C 1.91160 2.80511 -6.77940 1.40
C -1.04367 0.30345 -3.33227 3.28
C 2.25667 4.51241 1.26205 -0.70
C 3.24249 -2.40168 0.25005 -0.25
C 4.67760 4.20968 -6.97047 -0.07
C -0.94175 4.75293 -4.65751 -0.71
C 4.78756 -5.08147 8.15354 -0.74
C 2.89818 1.84967 4.19435 -0.46
C 3.98613 -3.86027 8.59567 -0.61
C 3.60904 -1.77145 -1.10032 -0.76
C 3.23659 -3.77821 2.88999 -0.69
C -1.03699 1.26257 -4.54481 -2.05
C 1.72135 -1.68485 4.32655 -0.90
C -1.13795 3.52293 -3.76804 -0.20
C -6.59780 -1.03339 -4.84767 0.19
C 1.44362 2.46609 5.98813 -0.53
C 2.10417 -8.58149 9.82163 -0.71
C 2.25765 4.27143 -6.53855 -1.14
C 5.12431 5.14902 -10.18878 -0.70
C 4.23986 -2.63495 2.64187 -0.83
C 2.95717 -3.95029 4.39133 -0.60
C 5.75061 4.65766 -7.94022 -0.82
C -11.25344 1.71535 1.19573 -0.79
C 1.60335 5.20646 4.50856 -0.18
C 1.76434 -4.62805 9.03020 -0.65
C -1.54149 -1.54031 -5.11958 -1.11
C -2.20468 0.46403 -2.36603 -1.25
H 5.85141 -4.86622 8.29879 0.41
H 2.73693 2.12859 -6.53014 0.27
H 6.70410 4.23363 -7.61274 0.40
H 2.49223 4.81799 5.02374 0.16
H 0.76591 -4.19888 8.94245 0.30
H 2.28051 -3.62893 2.39761 0.33
H 4.55669 -2.23176 -1.39849 0.28
H -2.06975 1.44747 -4.86536 0.68
H 2.40774 4.41393 -5.46388 0.26
H 0.47642 -1.27824 -1.43037 -0.23
H 3.02511 4.02940 0.66211 0.23
H -4.11277 -3.22848 -6.16830 0.24
H -7.11862 -0.56187 -3.99758 0.35
H 3.86744 -3.80391 4.97360 0.15
H -9.43716 4.45563 1.28204 0.24
H 2.24023 -8.24880 8.78732 0.29
H 1.01987 1.95878 6.85946 0.36
H 3.43995 -0.85273 1.75045 0.18
H 3.67650 -4.70994 2.54402 0.52
H 4.36224 -7.73000 11.86114 0.39
H -11.58369 -0.23348 0.38565 0.35
H 1.83576 5.34091 0.68591 0.36
H 1.96706 1.71632 -9.85586 0.33
H -11.70785 1.39555 2.13801 0.39
H -9.98029 0.02668 1.09272 0.18
H 1.14923 5.96737 5.15181 0.39
H 1.47084 3.77822 1.46409 0.29
H 1.03573 -8.63438 10.02455 0.23
H -9.26417 0.10226 -2.52064 0.43
H 5.75634 -6.40894 10.42852 0.35
H -1.82676 -3.40091 -6.11617 0.36
H 0.78655 -1.21186 4.61679 0.45
H 4.27205 -2.00804 3.52960 0.40
H 1.70006 -5.66705 8.69472 0.18
H -0.10022 4.56984 -5.31081 -0.25
H -4.24782 -0.95336 -5.17611 0.38
H 3.54183 -6.62598 8.54803 0.06
H -12.02150 2.23530 0.61528 0.41
H 2.67679 -4.99247 4.56216 0.40
H -6.15511 1.40440 0.32451 0.29
H -3.72490 1.04745 -3.67578 0.27
H -9.81332 3.63015 -0.23678 0.29
H -0.55852 0.75035 -5.37576 0.45
H 3.52724 -3.45183 0.21723 0.31
H -1.99605 0.08711 -1.37296 0.45
H -4.07428 1.33787 -1.86328 0.23
H 2.63916 3.31762 -9.56186 0.13
H -1.75400 -3.56027 -4.39369 0.43
H 4.61209 3.11658 -7.03617 0.16
H -7.73647 2.00267 -0.16570 0.18
H -0.14347 3.89305 6.15728 0.42
H 2.60228 1.90659 -3.41968 0.28
H -11.12721 4.28047 0.78036 0.34
H -0.44499 2.58839 5.02144 0.38
H 2.41781 2.14694 3.25914 0.10
H 2.77936 -0.76956 -4.52200 0.59
H 2.72063 6.70729 3.49561 0.39
H 2.52921 -9.58285 9.93605 0.34
H 5.78900 6.01804 -10.15538 0.34
H 2.06684 -4.59599 10.08020 0.32
H -10.20911 -1.11355 -1.67809 0.40
H 1.97971 0.18927 -1.55883 0.02
H 2.26443 3.08915 6.36636 0.34
H 3.29735 1.89620 -8.69873 0.29
H -2.18745 3.25941 -3.66720 0.24
H 0.85488 -3.59561 4.67772 0.30
H 1.38384 4.86525 -6.81620 0.37
H 5.18799 4.70349 -11.18088 0.23
H 5.22888 -3.08270 2.54526 0.42
H 1.83875 -2.99267 5.98469 0.14
H 4.63467 -5.19810 7.07812 0.41
H -1.85136 4.97941 -5.20775 0.36
H 4.94513 -1.39658 1.04818 0.46
H -9.68534 1.62102 -0.81652 0.07
H 4.99273 4.46331 -5.95418 0.33
H 1.10054 2.55581 -6.09249 -0.96
H 4.21895 -5.57821 10.72042 0.18
H 5.85283 5.74747 -7.94021 0.41
H 1.23803 6.25257 2.64792 0.39
H 4.49381 -8.58432 10.32016 0.41
H 4.42428 -2.99567 8.09042 0.39
H -8.42537 -1.17396 0.13669 0.38
H 3.53272 0.99125 3.97110 0.21
H 3.08827 -2.42581 -3.08631 0.58
H 1.75463 -1.66304 3.23972 0.06
H -0.67016 -1.55314 -5.77285 0.51
H 4.07494 -3.66253 9.67152 0.39
H 3.81159 -0.70605 -0.99497 0.46
H 2.16603 -2.29762 0.36278 0.30
H 0.95181 3.59547 3.47279 0.06
H -1.55484 -1.82099 -3.00553 0.37
H -3.98175 -3.88871 -4.57119 0.28
H 1.51360 0.40918 -4.72570 -0.36
H 4.09246 5.47937 -10.02753 0.29
H 3.21798 4.81273 -8.23837 0.11
H -7.60779 0.71886 1.07290 0.33
H -2.18672 -0.75134 -5.49601 0.65
H 2.51437 -1.03322 4.68262 0.19
H -0.76712 3.71511 -2.76091 0.30
H -7.91055 -1.63309 -1.47196 0.41
H 3.69582 0.83209 -2.85611 0.30
H 3.52857 2.66337 4.56258 0.33
H -0.74804 5.61948 -4.02731 0.38
H -4.09331 -1.65576 -3.54197 0.14
H 1.99427 -2.94794 -1.83623 0.41